*i*
A structure of composition C5H12NO, computed with wB97M-V/def2-TZVPD.

HOMO level (eV): -1.752
Frontier orbital gap (eV): 5.76

ORCA input file:
```
! wB97M-V def2-TZVPD RIJCOSX def2/J DEFGRID3
* xyz -1 1
O -3.85628 -0.04820 0.69814
N 0.91832 0.70834 0.00160
C -2.86922 0.25533 -0.10429
C -1.57489 0.85509 0.39924
C -0.45983 1.20358 -0.50390
C 1.50296 -0.46785 -0.31912
C 0.68748 -1.80442 0.21869
H 0.93706 -1.86082 1.27707
H -0.74124 0.77394 -1.46560
H -1.78120 -0.31313 0.53833
H -0.31219 -1.31676 0.36232
H 0.88064 -2.63907 -0.30676
H 2.50361 -0.51520 0.02550
H -1.79287 1.41857 1.26355
H -2.91016 -0.00214 -1.23473
H 3.87278 1.47472 0.75320
H 1.69087 -0.88702 -1.32672
H -0.31688 2.28383 -0.56162
H 3.62105 0.88123 0.28510
*
```

***

*ii*
The ion C5H12NO with charge -1, computed with wB97M-V/def2-TZVPD.

HOMO level (eV): -2.215
SMILES string: CCN[C@@H](C)C[O-]
Frontier orbital gap (eV): 6.01

ORCA input file:
```
! wB97M-V def2-TZVPD RIJCOSX def2/J DEFGRID3
* xyz -1 1
O -1.29931 0.21305 3.05461
N 0.49854 -0.98114 0.19534
C -1.01291 1.11033 -0.03499
C -0.28672 0.07316 0.88035
C 1.86118 0.32305 -1.50221
C 0.88465 -0.81859 -1.22240
C -1.37028 -0.47307 1.88480
H 1.26492 -1.80254 -1.51601
H -2.34244 -0.32179 1.36597
H 0.00130 -0.71656 -1.87328
H 2.84676 0.00244 -1.14537
H -1.46700 1.72852 0.75815
H 1.72025 1.11358 -0.76240
H -0.40757 1.80521 -0.60389
H 1.81066 0.70738 -2.50609
H -1.16371 -1.55577 2.03394
H 0.38620 0.75409 1.41457
H -1.81897 0.64411 -0.60254
H -0.10555 -1.80547 0.18143
*
```

***

*iii*
A structure of composition C5H12NO, computed with wB97M-V/def2-TZVPD.

HOMO level (eV): -2.369
Frontier orbital gap (eV): 5.94

ORCA input file:
```
! wB97M-V def2-TZVPD RIJCOSX def2/J DEFGRID3
* xyz -1 1
O -2.28217 -1.53604 -0.21559
N 1.42047 1.30889 -1.16516
C -2.42480 -0.30347 0.37440
C 1.36874 0.38926 -0.08793
C -1.20049 0.59743 0.21899
C 2.59301 -0.03991 0.57068
C 0.07108 -0.15270 0.68115
H -2.81832 -0.40046 1.38149
H 2.57891 -0.80913 1.36021
H 2.08632 0.90862 0.89914
H -0.12061 -1.29569 -1.92164
H -1.11314 0.95002 -0.82046
H -0.90511 -0.91927 -2.02180
H -1.13098 1.48958 0.83331
H -3.24075 0.35040 -0.09708
H 0.26902 0.01666 1.73526
H 0.00583 -1.20857 0.42818
H 3.39180 -0.19049 -0.14847
H 1.45120 0.84485 -2.00468
*
```

***

Most stable structure, least stable structure: *ii*, *iii*.

***

*i*
An isolated molecule of C4H4FNOS, computed with wB97M-V/def2-TZVPD.

HOMO level (eV): -8.438
SMILES string: Oc1c[nH]c(F)c1S
Frontier orbital gap (eV): 9.11

ORCA input file:
```
! wB97M-V def2-TZVPD RIJCOSX def2/J DEFGRID3
* xyz 0 1
S 1.93772 -0.73938 0.00338
F 0.76537 2.27404 -0.14140
O -1.20147 -2.25097 -0.20766
N -1.34240 1.35382 0.07082
C 0.25217 -0.18145 0.02299
C -1.01562 -0.87246 0.01573
C -1.92132 0.14047 0.19964
C 0.00026 1.12708 -0.05376
H -2.94716 -0.13261 0.45452
H 2.31019 -0.95444 1.21803
H -1.83140 2.20402 -0.20026
H -0.30790 -2.50411 -0.19580
*
```

***

*ii*
An isolated molecule of C4H4FNOS, computed with wB97M-V/def2-TZVPD.

HOMO level (eV): -9.571
SMILES string: O=C(/C=C\F)/C=N\S
Frontier orbital gap (eV): 8.82

ORCA input file:
```
! wB97M-V def2-TZVPD RIJCOSX def2/J DEFGRID3
* xyz 0 1
S 0.45051 2.01898 -1.43563
F 0.91778 -1.95207 2.15632
O 0.16728 -1.98355 -0.25084
N -0.85420 0.83687 -2.06922
C 0.65256 -0.63104 2.15839
C -0.95622 -0.21315 -1.33553
C -0.01496 -0.04252 1.14503
C -0.20439 -0.78664 -0.09665
H 0.95434 -0.24703 3.16719
H -0.12317 1.16531 0.97788
H -1.72886 -0.83900 -1.65548
H 0.73934 2.67383 -2.76147
*
```

***

Most stable structure, least stable structure: *i*, *ii*.

***

*i*
An isolated molecule of C4H6N2OS, computed with wB97M-V/def2-TZVPD.

HOMO level (eV): -8.868
SMILES string: C[C@]1(O)C=NNC1=S
Frontier orbital gap (eV): 8.83

ORCA input file:
```
! wB97M-V def2-TZVPD RIJCOSX def2/J DEFGRID3
* xyz 0 1
S -2.12969 -0.18761 0.09432
O 0.57619 -1.38093 -1.11258
N 1.13790 1.82219 0.04072
N -0.26099 1.51751 0.01756
C 1.66332 0.70002 -0.32320
C 1.19320 -1.34047 1.13401
C 0.65574 -0.55199 -0.10660
C -0.57674 0.25234 0.00391
H 1.45215 -0.86550 2.00524
H -0.26778 -1.75489 -1.13495
H 2.14465 -1.81403 0.53581
H -0.90348 2.31413 0.48328
H 2.73806 0.69360 -0.36737
H 0.55038 -2.26144 1.21281
*
```

***

*ii*
An isolated molecule of C4H6N2OS, computed with wB97M-V/def2-TZVPD.

HOMO level (eV): -8.865
SMILES string: C1=NOC2(CNC2)S1
Frontier orbital gap (eV): 9.50

ORCA input file:
```
! wB97M-V def2-TZVPD RIJCOSX def2/J DEFGRID3
* xyz 0 1
S 1.49365 -1.26984 -0.15114
O 0.73044 1.19968 -0.51410
N 2.06426 1.25079 -0.09416
N -1.93260 0.14848 0.13565
C -0.77714 0.03380 1.01712
C -1.16657 -0.25661 -1.07251
C 2.51572 0.09733 0.09536
C 0.12128 -0.05962 -0.21209
H -2.74793 -0.44193 0.39869
H -0.72848 -0.84691 1.64864
H -1.19245 0.43186 -1.93319
H -0.56564 0.87881 1.64241
H 3.52388 0.07034 0.48746
H -1.33843 -1.23617 -1.44814
*
```

***

*iii*
A structure of composition C4H6N2OS, computed with wB97M-V/def2-TZVPD.

HOMO level (eV): -8.565
Frontier orbital gap (eV): 9.03

ORCA input file:
```
! wB97M-V def2-TZVPD RIJCOSX def2/J DEFGRID3
* xyz 0 1
S -2.78194 -1.30566 -0.05987
O 0.47765 0.42445 -0.12882
N -0.09547 -1.76813 0.09823
N -0.86486 0.43693 -0.32273
C -1.62752 1.57811 0.05629
C -1.24602 -0.90502 -0.08766
C 2.45424 -0.79975 0.03482
C 0.80136 -0.80895 -0.04359
H 2.87802 -1.83519 -0.76379
H -1.22921 2.61345 -0.23687
H 2.68297 -0.68518 1.15619
H -2.56848 1.12218 -0.19833
H -1.72238 1.76493 1.20609
H 2.84161 0.16782 -0.70995
*
```

***

*iv*
An isolated molecule of C4H6N2OS, computed with wB97M-V/def2-TZVPD.

HOMO level (eV): -7.443
SMILES string: [H]/N=C/NC1=COCS1
Frontier orbital gap (eV): 8.01

ORCA input file:
```
! wB97M-V def2-TZVPD RIJCOSX def2/J DEFGRID3
* xyz 0 1
S 0.56739 1.35060 1.59062
O -0.76821 1.87933 -0.70587
N 0.77233 -1.09550 0.65334
N -0.15511 -2.07468 -1.26819
C -0.12302 0.67136 -0.85636
C 0.49956 0.21329 0.24097
C 0.31909 -2.26807 -0.09943
C -0.43167 2.54303 0.44381
H -1.37102 2.96039 0.79640
H -0.69285 -3.08853 -1.58408
H -0.30180 0.03580 -1.67412
H 0.25152 3.39068 0.24205
H 0.51051 -3.20269 0.58941
H 0.92330 -1.31500 1.63145
*
```

***

Most stable structure, least stable structure: *i*, *iii*.

***

*i*
An isolated molecule of C4H6N2OS, computed with wB97M-V/def2-TZVPD.

HOMO level (eV): -8.820
SMILES string: ON1C=N[C@@H]2[C@H](S)[C@@H]21
Frontier orbital gap (eV): 9.50

ORCA input file:
```
! wB97M-V def2-TZVPD RIJCOSX def2/J DEFGRID3
* xyz 0 1
S 2.22183 -0.87120 -0.56283
O -2.17798 -1.14449 -0.06225
N -0.06876 1.41842 -0.84186
N -0.91429 -0.60910 -0.26295
C 0.39945 1.14665 0.49368
C -0.82759 0.44079 -1.17746
C 1.29858 -0.04493 0.72523
C -0.19784 -0.18223 0.91760
H -0.64917 -0.41185 1.84829
H 1.84581 0.00661 1.65494
H -1.36163 0.36247 -2.12261
H 0.52435 2.01525 1.12435
H 1.98175 -0.00493 -1.51294
H -2.07450 -2.12145 -0.22120
*
```

***

*ii*
A structure of composition C4H6N2OS, computed with wB97M-V/def2-TZVPD.

HOMO level (eV): -9.454
Frontier orbital gap (eV): 9.36

ORCA input file:
```
! wB97M-V def2-TZVPD RIJCOSX def2/J DEFGRID3
* xyz 0 1
S -2.02525 -1.02280 -0.64393
O 2.58748 -0.74820 -0.64920
N -1.11605 2.01387 -0.31146
N 1.11158 0.85788 -0.25225
C -0.77175 -0.40028 0.46712
C 0.46498 -1.28464 0.26315
C -0.27324 0.98864 -0.02436
C 1.49805 -0.36951 -0.28782
H 0.37058 -2.18162 -0.50690
H -0.47845 2.87302 -0.52506
H 0.92621 -1.95119 1.08460
H -0.91455 -0.37389 1.53188
H -3.02429 -0.01650 0.34139
H 1.64470 1.61522 -0.48716
*
```

***

*iii*
A cluster of 2 separate species, C4H6N2OS in total, computed with wB97M-V/def2-TZVPD.

HOMO level (eV): -9.427
Frontier orbital gap (eV): 7.80

ORCA input file:
```
! wB97M-V def2-TZVPD RIJCOSX def2/J DEFGRID3
* xyz 0 1
S -2.23422 -0.96298 -0.16479
O 0.60364 1.66241 -0.02853
N 1.84228 -1.01729 -0.89607
N 1.87540 -1.18293 0.40637
C -1.50082 0.78840 -0.10625
C 0.73726 -0.63188 1.00416
C -0.04968 0.30636 -0.00007
C 0.67177 -0.33052 -1.19107
H -0.83469 -1.53619 0.46800
H 1.65462 1.36710 0.74185
H 0.40206 -0.05789 -2.15262
H -1.69079 1.15585 0.86830
H 0.20615 -0.83483 2.08289
H -1.68298 1.27440 -1.03215
*
```

***

Most stable structure, least stable structure: *ii*, *iii*.

***

*i*
The ion C4H8N3 with charge +1, computed with wB97M-V/def2-TZVPD.

HOMO level (eV): -15.229
SMILES string: Cn1ncc[n+]1C
Frontier orbital gap (eV): 10.76

ORCA input file:
```
! wB97M-V def2-TZVPD RIJCOSX def2/J DEFGRID3
* xyz 1 1
N -0.57942 0.12847 -0.15811
N 1.26936 -0.10763 -1.27190
N 0.76990 0.17345 -0.15023
C -1.39917 -0.09831 0.95956
C 0.31529 -0.39545 -2.07232
C -0.89529 -0.37048 -1.36776
C 1.52636 0.53173 0.96713
H 0.78723 0.73555 1.79678
H 0.42520 -0.54669 -3.17428
H -1.92008 -0.78406 -1.69446
H -0.63319 -0.54319 1.69265
H -2.43091 -0.57525 0.80555
H 2.17197 -0.30104 1.31490
H 2.25597 1.33015 0.80177
H -1.66322 0.82274 1.55071
*
```

***

*ii*
A structure of composition C4H8N3, computed with wB97M-V/def2-TZVPD.

HOMO level (eV): -13.611
Frontier orbital gap (eV): 8.04

ORCA input file:
```
! wB97M-V def2-TZVPD RIJCOSX def2/J DEFGRID3
* xyz 1 1
N -0.78332 0.02094 0.14814
N 2.54859 -0.05918 0.09518
N -1.91110 -0.08254 0.56418
C 1.49786 -1.00582 0.05323
C 0.52582 0.09406 0.43877
C -3.04597 0.02982 -0.23833
C 1.63156 1.03805 0.13541
H 1.98506 1.64467 0.97513
H -3.53030 0.98246 0.06670
H 1.03238 -1.42994 -0.77814
H 3.27123 -0.08592 -0.52324
H -3.68635 -0.68998 0.24960
H 1.58987 -1.83667 0.94472
H 1.60721 1.57130 -0.83253
H -2.73255 -0.19125 -1.29882
*
```

***

Most stable structure, least stable structure: *i*, *ii*.

***

*i*
An isolated molecule of C2H9N3O, computed with wB97M-V/def2-TZVPD.

HOMO level (eV): -8.881
SMILES string: CCN(O)NN
Frontier orbital gap (eV): 9.78

ORCA input file:
```
! wB97M-V def2-TZVPD RIJCOSX def2/J DEFGRID3
* xyz 0 1
O 1.25607 1.09060 -0.97527
N 1.11646 -0.20553 -0.47509
N -1.01838 -0.65715 -1.33594
N 0.38104 -0.94423 -1.37541
C -0.35506 0.95918 1.34712
C 0.59504 -0.17867 0.98214
H 0.10475 1.92436 1.12743
H -1.41727 -0.86197 -2.24369
H -1.46681 -1.18858 -0.57882
H 0.61137 -1.92768 -1.25151
H 0.16574 -1.15554 1.21385
H 0.36671 1.41554 -1.21068
H 1.51386 -0.08368 1.56707
H -1.29150 0.88146 0.79446
H -0.56203 0.93189 2.41434
*
```

***

*ii*
A structure of composition C2H9N3O, computed with wB97M-V/def2-TZVPD.

HOMO level (eV): -8.282
Frontier orbital gap (eV): 9.19

ORCA input file:
```
! wB97M-V def2-TZVPD RIJCOSX def2/J DEFGRID3
* xyz 0 1
O 0.53585 -1.57830 -1.34234
N -1.02860 -0.18402 -0.38611
N -0.78176 0.92388 -1.15614
N -1.73738 0.06194 0.80211
C 1.45515 0.47605 0.52122
C 0.20312 -0.90657 -0.15159
H 0.16106 -1.57206 0.85807
H -2.00375 -0.83572 1.12630
H 1.80846 0.13334 1.52713
H 0.85172 1.36593 0.42846
H -0.43310 1.74177 -0.59102
H 2.27519 0.35255 -0.13801
H -1.16843 0.63915 1.47285
H -1.61221 1.16185 -1.60025
H 1.47466 -1.77979 -1.37066
*
```

***

Most stable structure, least stable structure: *i*, *ii*.

***

*i*
A cluster of 2 separate species, C2H9N3O in total, computed with wB97M-V/def2-TZVPD.

HOMO level (eV): -9.189
SMILES string: [H]/N=C/N.NCO
Frontier orbital gap (eV): 9.93

ORCA input file:
```
! wB97M-V def2-TZVPD RIJCOSX def2/J DEFGRID3
* xyz 0 1
O -1.62347 -0.08172 0.29297
N 0.91396 -0.37546 1.55387
N -0.94738 -0.39915 -1.89877
N 1.72102 1.53647 0.42601
C 1.74223 0.18398 0.68276
C -1.71044 -0.90570 -0.86904
H -1.17946 0.52772 -2.12385
H 0.08104 -0.40697 -1.53012
H -0.80401 -0.13992 0.75195
H 2.59341 -0.43789 0.28016
H -1.51222 -2.03667 -0.64988
H 0.95155 2.17682 0.82942
H 2.37237 2.18531 0.04544
H 1.30277 -1.28856 1.75654
H -2.82166 -0.92883 -1.15350
*
```

***

*ii*
A cluster of 2 separate species, C2H9N3O in total, computed with wB97M-V/def2-TZVPD.

HOMO level (eV): -9.487
SMILES string: NC=O.NCN
Frontier orbital gap (eV): 10.16

ORCA input file:
```
! wB97M-V def2-TZVPD RIJCOSX def2/J DEFGRID3
* xyz 0 1
O 2.98351 -0.44274 1.66928
N 1.75228 -0.67891 -0.28487
N -0.70268 1.06523 -0.91071
N -1.32982 -0.44182 0.96931
C 2.24899 -0.03659 0.75613
C -1.53498 -0.12331 -0.38493
H -0.68225 1.04895 -1.92893
H 1.78590 -1.76610 -0.32570
H 1.98450 1.03295 0.78590
H -2.54477 0.12106 -0.62683
H -1.21101 1.91921 -0.59508
H -1.34141 -0.90493 -1.15778
H -0.56008 -0.75534 1.44175
H -1.81994 0.29015 1.48304
H 0.97177 -0.32781 -0.89055
*
```

***

Most stable structure, least stable structure: *ii*, *i*.

***

*i*
The ion C3H8NO with charge +1, computed with wB97M-V/def2-TZVPD.

HOMO level (eV): -15.524
SMILES string: CC(=[NH2+])CO
Frontier orbital gap (eV): 10.69

ORCA input file:
```
! wB97M-V def2-TZVPD RIJCOSX def2/J DEFGRID3
* xyz 1 1
O 2.59379 -0.02648 0.06115
N -0.51017 -1.52381 -0.01598
C 1.18488 0.41724 -0.18521
C -0.38436 -0.24708 -0.01595
C -1.48324 0.69728 0.04980
H -1.18696 1.65386 0.47533
H -2.32591 0.28005 0.60379
H 1.07626 1.38078 0.31635
H 0.30453 -2.12983 -0.08995
H -1.41352 -1.99431 0.02444
H -1.83970 0.90906 -0.96360
H 1.20358 0.59711 -1.26683
H 2.78083 -0.01387 1.00666
*
```

***

*ii*
A cluster of 2 separate species, C3H8NO in total, computed with wB97M-V/def2-TZVPD.

HOMO level (eV): -13.631
Frontier orbital gap (eV): 8.50

ORCA input file:
```
! wB97M-V def2-TZVPD RIJCOSX def2/J DEFGRID3
* xyz 1 1
O 0.71989 1.24416 0.37723
N 1.33577 -1.12177 -0.25268
C 0.38669 -1.72049 -0.85807
C -0.62400 1.38900 0.15816
C -1.52215 0.75625 0.88941
H -0.45541 -1.23036 -1.47173
H 1.12531 2.09738 -0.04550
H 1.98672 -1.58663 0.40864
H 0.20559 -2.74951 -0.67482
H 1.45237 -0.06783 -0.25202
H -0.77982 2.11628 -0.61571
H -2.57863 0.87503 0.69654
H -1.25233 -0.00153 1.64054
*
```

***

*iii*
The ion C3H8NO with charge +1, computed with wB97M-V/def2-TZVPD.

HOMO level (spin up / spin down) (eV): -15.863 / -15.428
Frontier orbital gap (spin up / spin down) (eV): 7.89 / 8.67

ORCA input file:
```
! wB97M-V def2-TZVPD RIJCOSX def2/J DEFGRID3
* xyz 1 1
O -1.55218 -0.86172 -0.30104
N 0.71226 -1.40926 0.06918
C -0.04161 0.98662 -0.27048
C 1.17811 0.01231 0.07697
C -1.33227 0.31245 0.17614
H 0.54798 -1.95062 -0.79281
H -1.58083 0.34695 1.27803
H 0.39007 -1.95659 0.77606
H -2.02606 0.95375 -0.44444
H 1.60263 0.29465 1.09800
H 0.16742 1.89375 0.34229
H 1.94435 0.09394 -0.65013
H -0.00988 1.28377 -1.35778
*
```

***

*iv*
The ion C3H8NO with charge +1, computed with wB97M-V/def2-TZVPD.

HOMO level (eV): -15.861
SMILES string: CC(=[NH2+])CO
Frontier orbital gap (eV): 11.13

ORCA input file:
```
! wB97M-V def2-TZVPD RIJCOSX def2/J DEFGRID3
* xyz 1 1
O -1.97856 0.93764 1.01198
N -0.28550 -1.48190 0.14465
C 0.16242 -0.30374 -0.11844
C -0.72155 0.93967 0.29596
C 1.41536 -0.05448 -0.82443
H -0.02107 1.63462 0.77523
H -0.97816 1.39313 -0.67217
H 2.22571 -0.62735 -0.36977
H 1.67612 0.99921 -0.85402
H -1.18766 -1.58297 0.60407
H -1.84768 0.89606 1.96711
H 1.33723 -0.41432 -1.85277
H 0.20334 -2.33559 -0.10741
*
```

***

Most stable structure, least stable structure: *iv*, *iii*.